1.
A 6-piece molecular cluster, C18H58NO26P8S overall. Source: the OMol25 dataset; level of theory: wB97M-V/def2-TZVPD.

Atoms and positions in Å:
C1 5.17525 8.48624 1.70969
P1 4.78910 6.72118 2.24599
O1 3.17298 6.67497 1.51179
C2 3.09774 5.37575 1.00978
P2 1.59259 5.02212 0.01615
N1 0.40270 5.94128 0.39187
O2 1.17860 3.48711 0.39335
O3 1.96109 5.15065 -1.54038
C3 4.47227 5.15875 0.28228
P3 5.22771 3.48603 0.30607
O4 4.26410 2.42662 -0.41612
O5 6.56387 3.62566 -0.57196
S1 5.74293 2.79435 2.04917
O6 5.46776 6.01594 0.75878
H1 4.59460 8.79515 0.83734
H2 5.05300 9.16526 2.55266
H3 6.23404 8.50179 1.44255
H4 4.10527 7.09147 3.48036
H5 6.06513 6.74778 2.96176
H6 4.68108 5.37353 2.74477
H7 2.88371 4.76779 1.90785
H8 -0.34755 5.36379 0.75286
H9 1.42846 3.30860 1.30636
H10 1.25592 4.77940 -2.08228
H11 4.31464 5.39281 -0.78052
H12 4.05794 1.71666 0.20779
H13 7.28775 3.69334 0.06109
C4 0.81040 -2.36154 0.92215
O7 2.01310 -2.56696 1.66072
P4 3.42832 -2.14416 0.88888
O8 2.96816 -0.86649 0.26644
O9 3.33458 -3.44101 -0.11010
C5 3.07614 -4.74304 0.44317
O10 5.04748 -1.97150 0.62518
C6 5.44075 -1.55717 -0.68532
H14 0.04933 -2.99587 1.37894
H15 0.49832 -1.32215 0.99481
H16 0.93113 -2.64338 -0.12339
H17 2.05943 -5.04077 0.19150
H18 3.19017 -4.76151 1.52460
H19 3.77016 -5.45673 0.00304
H20 5.31766 -0.48180 -0.79269
H21 4.87358 -2.07923 -1.45426
H22 6.49678 -1.80323 -0.78664
C7 3.54713 8.39744 -7.62885
O11 2.17206 8.52118 -7.27116
P5 1.82892 8.28200 -5.67102
O12 2.91250 9.03098 -4.99685
O13 2.10479 6.66432 -5.76892
C8 1.59121 5.91172 -6.87184
O14 0.71153 8.10316 -4.49728
C9 1.20377 7.70018 -3.20122
H23 3.57894 8.21696 -8.70354
H24 4.07608 9.32156 -7.40752
H25 4.02142 7.56426 -7.11168
H26 2.41548 5.63261 -7.52988
H27 0.85346 6.46740 -7.44747
H28 1.12817 5.00506 -6.48492
H29 1.61271 8.55596 -2.67123
H30 1.95533 6.92192 -3.28976
H31 0.35492 7.31671 -2.63801
C10 -5.72963 3.49056 -0.51860
O15 -5.28179 2.17386 -0.19286
P6 -3.66017 1.91229 -0.36416
O16 -3.07378 3.13591 0.22410
O17 -3.74236 1.94135 -2.00608
C11 -4.79301 1.24653 -2.68563
O18 -2.40271 0.86763 -0.36544
C12 -1.14533 1.39444 -0.82384
H32 -6.80006 3.42051 -0.71177
H33 -5.56242 4.16091 0.32088
H34 -5.22958 3.87454 -1.40672
H35 -5.49965 1.97274 -3.08962
H36 -5.32826 0.56014 -2.03258
H37 -4.35747 0.68350 -3.50992
H38 -0.66421 1.96565 -0.03696
H39 -1.27469 2.01332 -1.70971
H40 -0.51424 0.54260 -1.07360
C13 0.19784 -9.75184 1.42074
O19 -0.81716 -8.76180 1.26436
P7 -0.53698 -7.30599 2.02318
O20 0.90245 -7.13131 1.67932
O21 -0.78538 -8.00560 3.48667
C14 -1.94761 -8.82729 3.66379
O22 -0.86084 -5.81240 2.64613
C15 0.11122 -5.26660 3.54431
H41 -0.26570 -10.71370 1.20176
H42 1.00484 -9.57687 0.71322
H43 0.58902 -9.76570 2.43726
H44 -1.63771 -9.87168 3.71326
H45 -2.66025 -8.70135 2.85264
H46 -2.43007 -8.55996 4.60242
H47 0.94234 -4.84144 2.98550
H48 0.47188 -6.01901 4.24341
H49 -0.38568 -4.47016 4.09594
C16 -5.34969 -8.09140 1.06438
O23 -5.31830 -7.79381 2.46042
P8 -6.78257 -7.98992 3.30222
O24 -7.05561 -9.29512 2.59790
O25 -7.47313 -6.71394 2.55288
C17 -6.84398 -5.41913 2.61179
O26 -8.02082 -8.21083 4.39491
C18 -9.25559 -8.70473 3.87565
H50 -4.50520 -7.57713 0.60207
H51 -5.23837 -9.16042 0.90179
H52 -6.27288 -7.73786 0.60765
H53 -6.41888 -5.18648 1.63621
H54 -6.05575 -5.37399 3.36010
H55 -7.60297 -4.67790 2.85218
H56 -9.19940 -9.78104 3.73446
H57 -9.51704 -8.21732 2.93800
H58 -10.01924 -8.48364 4.62104

Results
LUMO energy (eV): -2.0
Gap between HOMO and LUMO (eV): 2.110
Maximum force (eV/Å): 9.18
2S+1: 1
Total charge: -1
E (eV): -159474.2026

***

2.
C18H59IN24O15 as an isolated structure. Source: the OMol25 dataset; level of theory: wB97M-V/def2-TZVPD.

Atoms and positions in Å:
C1 -5.26889 0.88900 -1.93690
C2 -4.43328 -0.21400 -2.80742
C3 -3.73926 -1.18328 -1.71177
C4 -3.39114 0.61395 -3.70058
C5 -2.16383 -0.23876 -4.28808
O1 -0.98634 0.62167 -4.27033
C6 -0.05007 0.21613 -3.30044
O2 -0.29262 -0.41641 -2.23951
O3 1.31629 0.62542 -3.54248
I1 1.31698 2.60883 -3.01603
H1 -4.54745 1.24349 -1.10216
H2 -6.18461 0.39306 -1.43903
H3 -5.54698 1.81576 -2.55082
H4 -5.24364 -0.76584 -3.42386
H5 -2.66157 -0.88829 -1.46916
H6 -3.79190 -2.27012 -2.11213
H7 -4.35775 -1.11753 -0.75256
H8 -3.04021 1.56026 -3.13214
H9 -3.98138 1.02234 -4.61098
H10 -2.01861 -1.26814 -3.82092
H11 -2.40477 -0.42999 -5.40544
C7 -8.29906 1.55665 0.84501
O4 -7.61828 1.32197 -0.14426
N1 -8.43329 2.80079 1.35731
N2 -8.97613 0.59015 1.51260
H12 -8.98492 3.01618 2.16753
H13 -7.94429 3.54550 0.88906
H14 -8.90006 -0.35045 1.16036
H15 -9.53936 0.76192 2.32542
C8 -6.69039 6.04767 2.78283
O5 -7.49103 5.12917 2.69014
N3 -5.57030 6.12002 2.02240
N4 -6.85226 7.07297 3.65273
H16 -4.90042 6.86573 2.08235
H17 -5.41471 5.37491 1.36196
H18 -7.67363 7.05487 4.23578
H19 -6.20686 7.83658 3.74391
C9 4.89277 1.34732 -4.22546
O6 4.36943 2.42352 -4.48566
N5 6.23242 1.19146 -4.13533
N6 4.17836 0.21564 -4.00451
H20 6.68162 0.31674 -3.92167
H21 6.80128 2.00752 -4.29354
H22 3.17527 0.28491 -4.06141
H23 4.59348 -0.67298 -3.79210
C10 -2.18155 -3.40492 1.05164
O7 -3.15374 -2.66889 0.95652
N7 -1.92010 -4.13139 2.16377
N8 -1.28021 -3.55829 0.05092
H24 -1.12815 -4.74120 2.26058
H25 -2.56703 -4.04498 2.93150
H26 -1.43948 -3.03312 -0.79578
H27 -0.47662 -4.15762 0.10883
C11 -5.92360 -5.69479 0.47272
O8 -6.71535 -6.61978 0.37214
N9 -4.80429 -5.60377 -0.28421
N10 -6.09365 -4.67658 1.35025
H28 -4.14344 -4.85062 -0.21424
H29 -4.63855 -6.34025 -0.95075
H30 -6.91443 -4.70555 1.93305
H31 -5.45266 -3.90699 1.44613
C12 1.46183 -0.10997 -8.06496
O9 2.49280 -0.00407 -8.70973
N11 0.29557 -0.52998 -8.61514
N12 1.39167 0.18239 -6.74373
H32 -0.56260 -0.62380 -8.10304
H33 0.30675 -0.75721 -9.59629
H34 2.23878 0.49851 -6.29786
H35 0.55362 0.10172 -6.19596
C13 7.13328 -2.21014 -2.14435
O10 7.58370 -1.12714 -2.50014
N13 7.91768 -3.29104 -1.93567
N14 5.81219 -2.41745 -1.92890
H36 7.57000 -4.18644 -1.64398
H37 8.90769 -3.17581 -2.08537
H38 5.19456 -1.63458 -2.07201
H39 5.42447 -3.29629 -1.63691
C14 7.42388 0.58442 1.19270
O11 8.47996 0.08442 1.55347
N15 6.67474 1.37166 2.00255
N16 6.91252 0.39512 -0.04549
H40 5.80579 1.79174 1.72624
H41 7.02326 1.53630 2.93313
H42 7.44250 -0.18584 -0.68017
H43 6.04784 0.79682 -0.36033
C15 -0.56469 0.88584 1.47407
O12 -0.37348 2.08865 1.34876
N17 -0.57095 0.02961 0.42757
N18 -0.78742 0.31369 2.67953
H44 -0.72712 -0.95865 0.51571
H45 -0.40840 0.41943 -0.48920
H46 -0.78978 0.92364 3.48406
H47 -0.94699 -0.66873 2.81184
C16 -1.90312 3.80832 4.16629
O13 -0.85989 3.29087 4.54495
N19 -2.67198 4.57754 4.97669
N20 -2.38027 3.65734 2.90961
H48 -3.53035 5.01014 4.68711
H49 -2.35032 4.71346 5.92145
H50 -1.83471 3.08933 2.27362
H51 -3.23415 4.07214 2.58315
C17 11.90575 -1.50519 2.90589
O14 12.31834 -0.38386 2.65517
N21 12.73233 -2.53227 3.22883
N22 10.58940 -1.82302 2.88418
H52 12.41472 -3.46094 3.43847
H53 13.71967 -2.33559 3.25563
H54 9.93971 -1.08628 2.64811
H55 10.23312 -2.73882 3.08779
C18 1.10133 -1.22771 6.22419
O15 0.92132 -2.43438 6.29634
N23 0.08078 -0.33894 6.16338
N24 2.33711 -0.67331 6.19843
H56 0.20737 0.65642 6.10328
H57 -0.85432 -0.71265 6.18000
H58 3.12298 -1.30176 6.24185
H59 2.50579 0.31475 6.13944

Results
LUMO energy (eV): -1.8
Gap between HOMO and LUMO (eV): 7.558
Maximum force (eV/Å): 5.07
2S+1: 1
E (eV): -94209.0477

***

3.
A 12-piece molecular cluster, C18H60N6O12 overall. Source: the OMol25 dataset; level of theory: wB97M-V/def2-TZVPD.

Atoms and positions in Å:
C1 -3.35406 0.93364 5.21765
O1 -2.86891 -0.01414 4.26160
H1 -4.30259 0.56307 5.59742
H2 -3.54502 1.92217 4.73134
H3 -2.64902 1.11239 5.92088
H4 -1.92382 0.20785 4.14064
C2 0.82935 5.72481 -0.05510
O2 0.91473 4.37660 0.37039
H5 1.80328 6.17443 0.09797
H6 0.01533 6.21248 0.51943
H7 0.70756 5.70984 -1.14190
H8 0.85089 4.37944 1.35567
C3 -3.21919 -2.91361 0.40205
O3 -3.09313 -3.72921 1.55783
H9 -2.27703 -2.68547 -0.09693
H10 -3.65602 -1.91480 0.65502
H11 -3.84780 -3.35670 -0.34494
H12 -2.53499 -3.31089 2.31528
C4 -0.85182 3.16336 3.75022
O4 0.13239 3.22996 2.75752
H13 -1.55567 2.37540 3.64263
H14 -1.40571 4.13290 3.77357
H15 -0.36474 3.00470 4.67602
H16 0.61540 2.41641 2.82905
C5 -0.21213 -2.75463 3.32741
O5 -1.59662 -2.85608 3.71635
H17 -0.09632 -2.06387 2.48758
H18 0.12171 -3.68973 2.97581
H19 0.40657 -2.37149 4.16973
H20 -1.92501 -1.98771 3.78725
C6 -3.29626 -0.81024 -2.47653
O6 -2.16661 -1.62441 -2.56187
H21 -4.21597 -1.37682 -2.54214
H22 -3.38093 -0.02471 -3.28032
H23 -3.21047 -0.31853 -1.49371
H24 -1.43275 -1.03993 -2.77810
C7 4.07691 0.24563 -0.32195
O7 3.68117 1.21536 0.65866
N1 3.22330 -0.45098 -1.02000
N2 5.29869 0.17546 -0.81545
H25 2.22648 -0.50728 -0.67414
H26 3.47587 -1.11076 -1.71067
H27 5.94796 0.96099 -0.61606
H28 5.55744 -0.51499 -1.51754
C8 1.30363 0.38649 3.49689
O8 -0.04583 0.14401 3.79652
N3 2.24031 0.34069 4.32533
N4 1.61047 0.91406 2.36187
H29 1.94236 0.16528 5.29489
H30 3.17918 0.16921 4.02728
H31 0.89559 0.89675 1.67219
H32 2.58761 1.00454 2.05467
C9 2.13069 2.54462 -2.30747
O9 1.73517 3.57962 -3.16299
N5 2.55915 1.43474 -2.73565
N6 2.16133 2.58104 -1.04468
H33 2.76634 1.40093 -3.77565
H34 2.85777 0.64782 -2.08537
H35 1.73842 3.40386 -0.58048
H36 2.77982 1.99898 -0.42131
C10 -1.22168 2.09122 -1.29317
C11 -0.76313 1.41937 -0.01101
C12 -1.69588 0.33700 0.52882
O10 0.38034 0.83362 -0.05052
H37 -0.60071 2.88528 -1.55095
H38 -2.22100 2.51144 -1.21922
H39 -1.21164 1.34371 -2.07016
H40 -0.70109 2.18375 0.75527
H41 -1.49430 0.03749 1.53678
H42 -1.55575 -0.52538 -0.12284
H43 -2.66221 0.82109 0.53990
H44 0.97790 1.41324 -0.51104
C13 0.77969 -2.60214 -0.77389
C14 0.22871 -3.87619 -0.21291
C15 -0.54111 -4.74344 -1.24341
O11 1.06276 -4.57997 0.36215
H45 -0.05310 -2.23999 -1.37379
H46 1.65828 -2.87176 -1.39905
H47 0.96389 -1.75499 -0.10764
H48 -0.42601 -3.45500 0.57896
H49 -1.15100 -4.01031 -1.71393
H50 -1.15870 -5.47241 -0.75697
H51 0.10995 -5.21375 -1.98635
H52 1.79314 -4.79458 -0.21490
C16 0.35025 -2.04534 -4.59200
C17 0.38986 -0.54061 -4.33084
C18 -0.75901 0.21820 -5.07902
O12 0.29341 -0.27762 -3.15393
H53 0.75520 -2.29227 -5.54157
H54 -0.68325 -2.32692 -4.72339
H55 0.84352 -2.65310 -3.85063
H56 1.35741 -0.10927 -4.65147
H57 -0.69306 1.31288 -5.02252
H58 -1.76358 -0.08178 -4.76571
H59 -0.60084 0.02021 -6.17998
H60 0.66834 0.61578 -2.96277

Results
LUMO energy (eV): -0.6
Gap between HOMO and LUMO (eV): 8.243
Maximum force (eV/Å): 13.61
2S+1: 1
Structure (SMILES): NC(N)=O.NC(N)=O.NC(N)=O.CC(C)O.CC(C)O.CC(C)O.CO.CO.CO.CO.CO.CO
E (eV): -53142.8426
ΔE to the lowest compared entry with this formula, charge and spin (kcal/mol): 230.9

***

4.
A 17-piece molecular cluster, C18H68N2O17 overall. Source: the OMol25 dataset; level of theory: wB97M-V/def2-TZVPD.

Atoms and positions in Å:
C1 -16.68420 -27.45321 11.83616
C2 -16.22481 -27.86532 13.23725
C3 -16.73865 -26.92018 14.33407
C4 -18.26982 -26.95074 14.47437
C5 -18.66339 -28.30902 14.95366
C6 -18.09638 -29.48548 14.11703
N1 -16.74371 -29.20706 13.61930
O1 -16.20616 -30.25362 12.82253
C7 -18.02576 -30.72954 14.98570
C8 -19.11054 -29.77077 12.97070
C9 -14.70054 -27.86401 13.24043
H1 -17.72704 -27.38737 11.53144
H2 -16.14741 -28.00977 11.06792
H3 -16.33599 -26.41166 11.82136
H4 -16.18898 -27.11109 15.25580
H5 -16.45401 -25.88608 14.09694
H6 -18.72935 -26.65606 13.52916
H7 -18.48572 -26.20873 15.24497
H8 -19.75662 -28.33865 14.84094
H9 -18.59884 -28.49186 16.02790
H10 -17.47584 -30.55952 15.91688
H11 -18.97851 -31.04776 15.41158
H12 -17.59188 -31.56815 14.44249
H13 -20.12290 -29.82334 13.36990
H14 -19.02836 -28.92776 12.28314
H15 -18.96410 -30.75035 12.51623
H16 -14.27097 -28.76293 12.78546
H17 -14.28498 -27.89392 14.25511
H18 -14.20133 -26.99220 12.81357
H19 -16.57984 -29.99132 11.96201
C10 -16.37416 -26.97343 19.37645
C11 -15.00764 -26.28494 19.21679
C12 -14.86734 -25.61830 17.83450
C13 -15.65885 -24.31171 17.70831
C14 -15.11561 -23.30103 18.71192
C15 -15.19979 -23.84208 20.14490
N2 -14.84759 -25.25488 20.23837
O2 -14.67384 -25.74842 21.52484
C16 -14.22271 -22.99502 20.97248
C17 -16.62847 -23.56420 20.67575
C18 -13.89608 -27.33795 19.20078
H20 -16.47505 -27.35322 20.39720
H21 -16.43255 -27.85470 18.73394
H22 -17.22872 -26.31961 19.20228
H23 -13.83007 -25.42537 17.55597
H24 -15.31110 -26.27065 17.07578
H25 -16.70491 -24.57389 17.86122
H26 -15.55127 -23.95780 16.68043
H27 -15.95105 -22.59860 18.54558
H28 -14.31832 -22.62544 18.40534
H29 -13.21479 -23.20955 20.60170
H30 -14.32838 -21.91334 20.90251
H31 -14.24202 -23.31075 22.01670
H32 -17.07101 -22.59960 20.42519
H33 -17.23918 -24.30955 20.15754
H34 -16.75314 -23.65554 21.75684
H35 -12.87652 -26.94494 19.24100
H36 -13.92266 -27.98889 18.32952
H37 -13.95437 -27.95544 20.10160
H38 -15.55160 -25.85799 21.93052
O3 -11.29994 -29.56008 11.68906
H39 -11.74483 -28.70594 11.74516
H40 -11.09537 -29.78712 12.60521
O4 -20.46694 -30.22913 10.04998
H41 -20.85450 -30.98734 9.60252
H42 -19.51378 -30.37576 9.98810
O5 -17.55599 -31.69791 10.34252
H43 -16.70384 -31.66771 10.78691
H44 -17.50795 -30.99659 9.68089
O6 -19.75797 -33.80423 16.02406
H45 -20.10443 -33.40188 15.20333
H46 -20.44526 -33.64960 16.67684
O7 -13.42974 -31.56221 11.59552
H47 -12.76337 -30.86994 11.43785
H48 -13.04271 -32.14331 12.25628
O8 -21.84576 -28.11682 13.47916
H49 -22.04528 -27.19396 13.67320
H50 -21.21638 -28.08045 12.74266
O9 -19.81785 -29.97349 17.51258
H51 -20.23979 -30.47411 18.21625
H52 -20.46171 -29.91765 16.78799
O10 -18.35202 -23.92868 16.00620
H53 -19.29926 -23.75589 15.96888
H54 -18.06403 -23.90187 15.08709
O11 -14.24920 -30.69756 15.06953
H55 -14.61356 -29.99485 14.51590
H56 -14.82305 -31.45190 14.89429
O12 -17.64788 -29.68437 8.53601
H57 -17.71484 -28.93678 7.93402
H58 -16.69531 -29.76610 8.74153
O13 -21.17140 -32.45952 14.07606
H59 -21.77422 -32.64061 13.34793
H60 -21.45289 -31.59710 14.42995
O14 -21.85672 -30.00998 15.55421
H61 -22.75884 -30.34369 15.49083
H62 -21.80284 -29.27395 14.90709
O15 -15.33999 -30.24634 18.18409
H63 -15.63602 -31.11908 18.46131
H64 -15.12261 -30.34685 17.24690
O16 -15.10817 -30.05445 9.77475
H65 -14.78311 -29.15769 9.91213
H66 -14.60851 -30.59710 10.41028
O17 -21.30123 -27.59143 10.82775
H67 -20.65200 -28.26803 10.57503
H68 -22.14372 -28.05475 10.78773

Results
LUMO energy (eV): -0.1
Gap between HOMO and LUMO (eV): 7.433
Maximum force (eV/Å): 3.29
2S+1: 1
E (eV): -57554.6287